1.
Here is a molecular structure, C5CuF15O15S5 at a distorted geometry from the Open Molecules 2025 dataset. Energies are from the ωB97M-V functional and the def2-TZVPD basis.

Summary:
Multiplicity: 2
Net charge: -3
Expectation value of S²: 0.767
Maximum force, eV/Å: 3.57
Calculated total energy, hartree: -6448.44213

CARTESIAN COORDINATES (ANGSTROEM)
Cu 0.53 0.90 0.43
S 4.77 2.54 4.14
S -2.92 4.00 -2.92
S 2.45 -4.42 2.27
S -4.79 -1.21 1.77
S -0.78 -2.17 -4.46
F 1.25 -2.48 -6.17
F -5.77 0.77 3.17
F -0.16 -0.95 -6.76
F -1.27 5.75 -4.14
F 5.30 5.21 4.05
F 4.36 -6.41 2.40
F 3.92 -5.57 0.47
F -0.62 -3.08 -7.06
F -1.22 3.85 -5.07
F -5.43 -1.18 4.39
F 5.95 4.26 5.83
F 3.84 4.69 5.55
F -7.17 -0.91 2.94
F 5.10 -4.41 1.92
F -2.98 5.06 -5.30
O -3.49 -0.52 1.87
O -3.75 5.04 -2.36
O -1.85 3.60 -2.02
O -0.65 -3.54 -3.97
O 2.52 -4.33 3.74
O -0.06 -1.25 -3.56
O 2.29 -3.15 1.58
O -3.73 2.89 -3.46
O 3.72 2.69 3.10
O 4.50 1.58 5.20
O -2.20 -1.82 -4.58
O 1.38 -5.33 1.88
O -5.51 -0.78 0.56
O 6.08 2.40 3.53
O -4.79 -2.69 1.87
C 4.99 4.29 4.96
C 4.10 -5.26 1.72
C -5.87 -0.59 3.22
C -0.03 -2.17 -6.27
C -2.03 4.72 -4.45

Results of the natural (NBO) charge analysis, in e, for atoms 1 through 5: number 1, Cu, carries 0.996; number 2, S, carries 2.294; number 3, S, carries 2.304; number 4, S, carries 2.279; number 5, S, carries 2.183

---

2.
Here is a molecular structure, C42H47BaN5O2P3 from the Open Molecules 2025 dataset. Energies are from the ωB97M-V functional and the def2-TZVPD basis.

Summary:
Energy relative to the best compared isomer or geometry (same formula, charge and spin), eV: 1.147
Multiplicity: 1
Net charge: +1
Maximum force, eV/Å: 0.50
Calculated total energy, hartree: -3102.43326

CARTESIAN COORDINATES (ANGSTROEM)
Ba -0.49 0.47 0.73
P -2.17 -0.41 -2.33
P 1.89 -1.41 -0.95
P 1.74 2.11 -1.21
O -3.00 -0.16 0.91
O 2.44 0.86 1.89
N -0.53 2.89 2.08
N 3.70 1.89 3.48
N -0.42 -1.73 2.38
N 0.07 0.66 3.54
N 4.70 0.56 1.88
C 3.55 1.09 2.38
C -2.00 -0.63 -4.14
C -2.38 -2.15 -1.76
C -6.41 1.26 -1.65
C 3.16 -0.26 -1.65
C -3.05 0.78 0.08
C -2.37 -1.78 -6.23
C 0.79 -0.37 5.58
C 0.29 5.43 2.84
C -0.81 3.96 1.33
C 0.33 1.85 4.09
C -2.52 -1.71 -4.85
C -0.81 -4.09 2.44
C -2.55 -4.79 -0.86
C -1.39 -3.07 -2.07
C 2.07 -2.83 -2.11
C -3.86 0.26 -2.16
C 2.52 0.93 -2.39
C 1.12 3.37 -2.39
C 3.23 2.98 -0.59
C 0.12 3.07 3.23
C -4.83 0.26 -3.16
C -3.46 -2.56 -0.98
C -0.44 5.25 1.68
C -0.07 -1.75 3.66
C 0.58 4.33 3.63
C -3.54 -3.88 -0.53
C 1.01 0.86 6.15
C -1.72 -0.77 -6.92
C -4.18 0.77 -0.89
C -1.33 0.38 -4.84
C -0.79 -2.87 1.79
C -0.43 -4.12 3.77
C -1.20 0.31 -6.22
C 2.77 -2.16 0.48
C 0.76 1.99 5.40
C 0.28 -0.43 4.28
C -1.47 -4.38 -1.63
C 6.00 0.65 2.52
C -5.46 1.26 -0.64
C -0.07 -2.94 4.39
C -6.09 0.77 -2.91
H -0.43 -5.05 4.33
H 2.88 2.37 3.79
H 3.26 1.46 -2.99
H 3.83 -0.82 -2.31
H -1.12 -2.80 0.75
H -0.68 1.10 -6.75
H 1.14 4.46 4.54
H -3.04 -2.50 -4.33
H -4.59 -0.14 -4.14
H -0.56 -2.76 -2.69
H 4.59 2.23 3.78
H 0.79 4.26 -1.84
H -0.72 6.08 1.04
H 0.19 -2.95 5.44
H -5.70 1.65 0.34
H 1.36 0.94 7.17
H -6.84 0.77 -3.70
H 0.99 -1.28 6.13
H 2.76 -1.46 1.31
H 4.55 -0.17 1.20
H -0.70 -5.10 -1.91
H -1.12 -4.98 1.91
H -1.61 -0.82 -7.99
H 6.71 0.05 1.95
H 0.62 6.41 3.14
H 0.27 2.98 -2.94
H 3.83 3.36 -1.42
H 5.98 0.28 3.54
H 1.43 -3.65 -1.79
H 3.11 -3.17 -2.13
H 2.22 -3.05 0.80
H -0.92 1.22 -4.30
H -1.37 3.77 0.42
H -4.25 -1.87 -0.72
H 1.77 -2.54 -3.12
H 0.88 2.97 5.85
H 2.93 3.83 0.03
H -7.40 1.65 -1.46
H -4.38 -4.19 0.07
H 3.78 0.12 -0.83
H 1.90 3.67 -3.10
H 3.84 2.32 0.02
H 6.37 1.68 2.51
H -2.79 -2.62 -6.77
H 3.79 -2.46 0.23
H 1.74 0.57 -3.07
H -2.62 -5.82 -0.52

Results of the Mulliken charge analysis, in e, for atoms 1 through 5: number 1, Ba, carries 0.822; number 2, P, carries 1.928; number 3, P, carries 1.636; number 4, P, carries 1.220; number 5, O, carries -0.504

---

3.
Here is a molecular structure, C36H37N3O2PdSi from the Open Molecules 2025 dataset. Energies are from the ωB97M-V functional and the def2-TZVPD basis.

Summary:
Energy relative to the best compared isomer or geometry (same formula, charge and spin), eV: 0.000
Multiplicity: 1
Maximum force, eV/Å: 0.76
Calculated total energy, hartree: -2126.11794

CARTESIAN COORDINATES (ANGSTROEM)
Pd 0.67 -1.11 0.80
Si -2.28 -1.06 0.07
O 0.90 -1.24 -1.16
O 0.76 -0.82 2.91
N 3.43 -0.13 0.12
N -0.78 1.29 0.80
N 2.54 -0.29 0.99
C -0.58 2.23 1.90
C -1.89 -1.97 -3.99
C -6.56 -2.51 1.41
C -2.12 0.69 0.79
C 6.56 0.78 -2.41
C -0.27 3.39 -0.47
C 4.16 -0.14 -3.46
C 2.92 -0.63 -4.00
C 1.96 -0.85 -1.76
C 3.16 -0.32 -1.20
C 2.00 -0.40 3.34
C 5.24 0.17 -4.31
C -6.15 -2.66 0.09
C 6.43 0.63 -3.80
C -4.47 -1.42 1.90
C -2.32 -1.00 -1.81
C -5.71 -1.89 2.32
C 1.89 -0.97 -3.20
C -0.25 -1.09 3.89
C -1.76 -1.99 -2.61
C -0.39 1.87 -0.50
C -1.04 -2.25 0.72
C -2.59 -0.94 -4.61
C 5.51 0.48 -1.57
C -4.91 -2.19 -0.31
C 4.29 0.01 -2.07
C -4.04 -1.56 0.58
C 3.59 0.18 5.04
C 2.32 -0.26 4.68
C 4.20 0.33 2.72
C -1.44 3.99 0.30
C -3.16 0.06 -3.84
C 2.94 -0.11 2.35
C -3.03 0.02 -2.45
C -1.41 3.51 1.77
C 4.53 0.47 4.06
H -2.69 -0.92 -5.69
H 5.52 0.81 4.34
H 3.84 0.28 6.09
H -4.62 -2.31 -1.35
H 1.60 -0.50 5.45
H -1.44 -2.76 -4.59
H -0.99 4.28 2.42
H -1.15 1.59 -1.24
H -2.43 3.33 2.12
H -2.47 0.62 1.83
H -0.24 3.76 -1.50
H 4.92 0.55 1.95
H 7.25 0.87 -4.45
H -0.81 1.72 2.84
H -1.43 5.08 0.26
H 5.63 0.60 -0.50
H -2.38 3.67 -0.17
H -6.81 -3.14 -0.62
H 0.49 2.47 1.94
H 0.55 1.43 -0.85
H -3.83 -0.94 2.63
H -1.27 -2.63 1.71
H 0.96 -1.33 -3.60
H -0.83 -3.09 0.04
H 0.67 3.70 0.00
H -1.19 -2.79 -2.15
H -0.41 -0.21 4.51
H -7.52 -2.88 1.73
H 7.49 1.14 -2.00
H -3.50 0.81 -1.87
H -6.02 -1.76 3.35
H -2.86 1.33 0.29
H -3.71 0.86 -4.31
H 2.83 -0.72 -5.07
H -1.15 -1.32 3.33
H 0.04 -1.94 4.50
H 5.11 0.05 -5.38

Results of the Mulliken charge analysis, in e, for atoms 1 through 5: number 1, Pd, carries 0.155; number 2, Si, carries 0.165; number 3, O, carries -0.544; number 4, O, carries -0.077; number 5, N, carries -0.523